Entry 1:
{"formula": "C33H94N7O14S", "method": "ωB97M-V/def2-TZVPD", "homo_lumo_gap_ev": 3.9, "homo_energy_ev": -9.4778, "total_charge": 1, "total_energy_ev": -85658.85717, "multiplicity": 1, "elements": ["O", "H", "H", "H", "O", "H", "H", "H", "O", "H", "H", "H", "S", "O", "O", "O", "O", "C", "C", "C", "O", "C", "N", "H", "H", "H", "H", "H", "H", "H", "H", "H", "H", "H", "C", "C", "C", "O", "C", "N", "H", "H", "H", "H", "H", "H", "H", "H", "H", "H", "H", "C", "C", "C", "O", "C", "N", "H", "H", "H", "H", "H", "H", "H", "H", "H", "H", "H", "C", "C", "C", "O", "C", "N", "H", "H", "H", "H", "H", "H", "H", "H", "H", "H", "H", "C", "C", "C", "O", "C", "N", "H", "H", "H", "H", "H", "H", "H", "H", "H", "H", "H", "C", "C", "C", "O", "C", "N", "H", "H", "H", "H", "H", "H", "H", "H", "H", "H", "H", "C", "C", "C", "C", "C", "C", "N", "O", "C", "C", "C", "H", "H", "H", "H", "H", "H", "H", "H", "H", "H", "H", "H", "H", "H", "H", "H", "H", "H", "H"], "xyz": [[1.191, -0.719, -3.552], [1.270, -0.779, -2.537], [0.282, -0.650, -3.874], [1.622, 0.075, -3.909], [-2.724, 0.752, -2.319], [-2.631, 1.660, -2.655], [-2.409, 0.127, -2.991], [-2.022, 0.718, -1.545], [0.610, 3.812, -2.457], [0.837, 3.018, -1.842], [-0.282, 3.667, -2.811], [1.171, 3.813, -3.252], [0.355, 0.627, -0.357], [1.109, -0.430, -1.046], [-1.106, 0.514, -0.506], [0.664, 0.527, 1.074], [0.792, 1.927, -0.873], [-0.277, -0.973, 5.632], [0.121, -0.015, 4.553], [1.025, 1.129, 5.015], [0.317, 1.936, 5.956], [-0.875, 2.620, 5.410], [0.592, -0.754, 3.315], [0.506, -1.694, 5.883], [-1.024, -1.614, 5.157], [-0.630, -0.550, 6.572], [-0.846, 0.315, 4.163], [1.291, 1.792, 4.200], [1.914, 0.870, 5.589], [-0.665, 3.467, 4.758], [-1.393, 2.928, 6.317], [-1.577, 1.955, 4.908], [0.590, -0.003, 2.592], [-0.024, -1.439, 2.892], [1.680, 5.478, 2.457], [1.439, 4.564, 1.315], [2.042, 5.090, 0.037], [1.218, 6.138, -0.477], [1.734, 7.240, -1.222], [1.996, 3.211, 1.594], [1.024, 6.351, 2.415], [2.721, 5.785, 2.371], [1.342, 4.991, 3.371], [0.407, 4.276, 1.096], [2.125, 4.203, -0.601], [3.034, 5.478, 0.284], [1.876, 7.080, -2.297], [2.736, 7.493, -0.871], [0.945, 7.978, -1.098], [1.556, 2.522, 0.991], [1.594, 2.884, 2.460], [5.956, 0.378, -2.636], [4.911, 1.090, -1.678], [4.959, 2.616, -1.725], [6.275, 2.996, -1.554], [6.411, 4.378, -1.311], [3.682, 0.460, -2.107], [6.906, 0.912, -2.664], [5.527, 0.176, -3.614], [6.269, -0.545, -2.146], [5.042, 0.682, -0.675], [4.282, 2.929, -0.918], [4.513, 3.064, -2.626], [5.707, 4.791, -0.582], [6.319, 5.060, -2.162], [7.399, 4.548, -0.885], [2.876, 0.640, -1.512], [3.393, 1.019, -2.917], [-4.185, -0.159, 1.681], [-3.025, -0.790, 2.459], [-3.576, -1.447, 3.697], [-3.868, -0.404, 4.616], [-4.164, -0.862, 5.916], [-2.172, -1.658, 1.632], [-4.424, 0.806, 2.129], [-5.025, -0.844, 1.568], [-3.838, 0.106, 0.677], [-2.394, 0.009, 2.857], [-2.772, -2.015, 4.174], [-4.353, -2.126, 3.330], [-3.329, -1.444, 6.318], [-4.999, -1.563, 5.836], [-4.363, -0.016, 6.569], [-1.529, -1.001, 1.207], [-2.693, -2.020, 0.843], [-2.547, 3.667, 1.722], [-2.932, 3.595, 0.267], [-3.936, 4.660, -0.146], [-5.180, 4.505, 0.433], [-6.083, 3.556, 0.039], [-1.640, 3.828, -0.436], [-3.424, 3.883, 2.336], [-1.869, 4.508, 1.877], [-2.050, 2.785, 2.128], [-3.369, 2.603, 0.107], [-3.944, 4.812, -1.234], [-3.554, 5.602, 0.256], [-6.331, 3.546, -1.029], [-7.052, 3.809, 0.477], [-5.874, 2.570, 0.469], [-1.205, 2.909, -0.458], [-1.712, 4.090, -1.419], [4.053, -2.973, -0.409], [2.679, -3.341, 0.127], [2.571, -4.640, 0.898], [2.813, -5.813, 0.139], [2.471, -6.990, 0.835], [2.200, -2.255, 0.964], [4.742, -2.596, 0.352], [4.045, -2.057, -1.006], [4.500, -3.798, -0.964], [1.941, -3.288, -0.686], [1.561, -4.698, 1.318], [3.291, -4.606, 1.722], [2.552, -7.874, 0.212], [1.473, -6.898, 1.281], [3.082, -6.911, 1.743], [1.968, -1.467, 0.372], [1.359, -2.418, 1.502], [0.312, -3.772, -5.251], [-0.525, -4.590, -4.222], [0.342, -5.082, -3.119], [-0.331, -5.471, -1.827], [-1.341, -4.415, -1.396], [-2.344, -3.900, -2.516], [-1.540, -3.647, -3.696], [-2.213, -2.860, -4.653], [-3.475, -4.899, -2.757], [-2.961, -2.624, -1.863], [-1.222, -5.803, -4.941], [-0.282, -3.571, -6.139], [1.103, -4.486, -5.491], [0.784, -2.914, -4.771], [0.894, -5.980, -3.408], [1.136, -4.342, -2.980], [0.420, -5.619, -1.052], [-0.829, -6.423, -2.023], [-0.876, -3.554, -0.906], [-1.932, -4.779, -0.551], [-3.989, -4.591, -3.670], [-3.108, -5.921, -2.818], [-4.250, -4.887, -1.989], [-3.232, -2.849, -0.832], [-2.281, -1.767, -1.842], [-3.922, -2.365, -2.313], [-1.763, -6.422, -4.229], [-0.433, -6.406, -5.390], [-1.941, -5.503, -5.703], [-1.761, -2.024, -4.517]]}

Entry 2:
{"formula": "C34H100N8O12", "method": "ωB97M-V/def2-TZVPD", "homo_lumo_gap_ev": [1.7, 9.2], "homo_energy_ev": [0.3544, -7.2613], "total_charge": -1, "total_energy_ev": -73363.74504, "s_squared": 0.751, "multiplicity": 2, "elements": ["O", "H", "H", "O", "H", "H", "O", "H", "H", "C", "C", "O", "H", "H", "H", "H", "H", "H", "C", "C", "C", "O", "C", "N", "H", "H", "H", "H", "H", "H", "H", "H", "H", "H", "H", "C", "C", "C", "O", "C", "N", "H", "H", "H", "H", "H", "H", "H", "H", "H", "H", "H", "C", "C", "C", "O", "C", "N", "H", "H", "H", "H", "H", "H", "H", "H", "H", "H", "H", "C", "C", "C", "O", "C", "N", "H", "H", "H", "H", "H", "H", "H", "H", "H", "H", "H", "C", "C", "C", "O", "C", "N", "H", "H", "H", "H", "H", "H", "H", "H", "H", "H", "H", "C", "C", "C", "O", "C", "N", "H", "H", "H", "H", "H", "H", "H", "H", "H", "H", "H", "C", "C", "C", "O", "C", "N", "H", "H", "H", "H", "H", "H", "H", "H", "H", "H", "H", "C", "C", "C", "O", "C", "N", "H", "H", "H", "H", "H", "H", "H", "H", "H", "H", "H"], "xyz": [[1.436, 0.921, -3.205], [2.373, 1.068, -3.074], [1.318, 0.957, -4.154], [-2.888, -1.764, -1.093], [-3.148, -2.134, -1.936], [-2.324, -1.024, -1.320], [-4.543, -2.002, 1.119], [-4.076, -2.582, 1.720], [-3.987, -1.964, 0.342], [-1.450, 2.427, 4.051], [-0.151, 2.481, 4.830], [-0.372, 2.264, 6.205], [-2.054, 1.568, 4.342], [-1.201, 2.489, 2.992], [-2.067, 3.306, 4.242], [0.327, 3.455, 4.728], [0.534, 1.787, 4.342], [-0.889, 1.475, 6.384], [6.280, -3.503, 0.343], [5.721, -2.839, 1.568], [4.923, -3.734, 2.594], [3.870, -4.468, 2.004], [2.822, -3.582, 1.643], [6.799, -2.169, 2.197], [7.063, -4.216, 0.602], [6.588, -2.762, -0.396], [5.497, -4.068, -0.161], [5.041, -2.032, 1.298], [4.584, -3.176, 3.466], [5.588, -4.471, 3.043], [2.216, -3.073, 2.393], [2.037, -4.309, 1.435], [2.944, -2.967, 0.751], [6.531, -1.342, 2.712], [7.342, -1.782, 1.438], [4.792, 2.133, -4.896], [5.056, 2.855, -3.510], [5.063, 1.877, -2.330], [3.792, 1.319, -2.037], [3.799, 0.066, -1.370], [6.370, 3.533, -3.584], [5.174, 2.684, -5.755], [3.706, 2.044, -4.879], [5.230, 1.135, -4.873], [4.237, 3.564, -3.384], [5.538, 2.297, -1.443], [5.719, 1.041, -2.573], [4.213, -0.647, -2.083], [2.799, -0.313, -1.157], [4.410, 0.050, -0.467], [6.201, 4.274, -4.249], [6.622, 3.934, -2.692], [-4.779, 0.700, -4.822], [-4.043, 0.963, -3.553], [-3.675, 2.450, -3.544], [-2.894, 2.770, -2.447], [-2.308, 4.033, -2.433], [-5.014, 0.604, -2.534], [-5.579, 1.425, -4.974], [-5.259, -0.276, -4.885], [-4.195, 0.844, -5.731], [-3.155, 0.332, -3.550], [-4.627, 2.981, -3.543], [-3.124, 2.630, -4.467], [-1.893, 4.044, -1.425], [-3.066, 4.806, -2.560], [-1.500, 4.262, -3.127], [-4.669, 0.921, -1.639], [-4.897, -0.399, -2.498], [-1.039, -4.028, 0.702], [-1.020, -4.521, 2.145], [-2.272, -4.324, 3.007], [-2.830, -3.002, 2.991], [-1.928, -2.042, 3.584], [-0.708, -5.942, 1.933], [-0.114, -4.300, 0.195], [-1.020, -2.940, 0.765], [-1.881, -4.450, 0.153], [-0.105, -4.153, 2.608], [-2.038, -4.522, 4.053], [-3.054, -5.027, 2.720], [-1.556, -2.431, 4.532], [-2.390, -1.057, 3.657], [-1.064, -1.826, 2.955], [-1.305, -6.307, 1.204], [-0.944, -6.390, 2.807], [-2.195, 0.331, 0.881], [-1.071, 0.813, 0.001], [0.326, 0.307, 0.411], [0.584, 0.599, 1.769], [1.827, 0.079, 2.268], [-1.376, 0.548, -1.430], [-2.044, 0.709, 1.892], [-2.301, -0.754, 0.896], [-3.129, 0.806, 0.582], [-1.057, 1.898, 0.105], [1.094, 0.771, -0.207], [0.404, -0.761, 0.206], [2.065, 0.279, 3.313], [2.708, 0.466, 1.755], [1.725, -1.001, 2.169], [-0.594, 0.756, -2.034], [-2.012, 1.285, -1.702], [-0.361, -4.405, -6.026], [-1.188, -3.591, -5.002], [-0.420, -2.584, -4.136], [0.757, -3.169, -3.503], [1.234, -2.490, -2.340], [-2.188, -2.892, -5.736], [-0.915, -5.089, -6.668], [0.465, -4.989, -5.619], [0.157, -3.760, -6.735], [-1.690, -4.307, -4.351], [-1.042, -2.118, -3.372], [-0.092, -1.781, -4.797], [0.486, -2.476, -1.548], [1.531, -1.462, -2.549], [2.068, -2.968, -1.826], [-1.726, -2.227, -6.339], [-2.640, -3.512, -6.393], [4.189, 3.493, 1.516], [3.354, 4.220, 0.432], [1.772, 4.298, 0.810], [1.086, 4.831, -0.312], [1.189, 4.123, -1.567], [3.874, 5.616, 0.257], [3.628, 2.678, 1.972], [4.536, 4.179, 2.289], [5.128, 3.146, 1.084], [3.498, 3.655, -0.489], [1.620, 4.997, 1.633], [1.360, 3.304, 0.984], [2.205, 4.219, -1.950], [0.580, 4.605, -2.332], [0.798, 3.142, -1.298], [3.315, 5.977, -0.502], [3.597, 6.120, 1.087], [-5.272, -0.727, 4.843], [-4.923, 0.719, 4.988], [-6.003, 1.730, 4.459], [-6.367, 1.705, 3.077], [-5.313, 2.201, 2.246], [-4.753, 0.959, 6.377], [-5.323, -1.029, 3.797], [-6.235, -1.040, 5.246], [-4.469, -1.251, 5.362], [-3.954, 0.967, 4.554], [-5.694, 2.751, 4.682], [-6.970, 1.520, 4.917], [-4.336, 1.746, 2.412], [-5.099, 3.234, 2.520], [-5.515, 2.179, 1.175], [-4.811, 1.961, 6.494], [-5.542, 0.552, 6.860]]}

Entry 3:
{"formula": "C34H101N5O19", "method": "ωB97M-V/def2-TZVPD", "homo_lumo_gap_ev": 9.0, "e_above_lowest_ev": 0.000, "homo_energy_ev": -8.9020, "total_energy_ev": -83238.12598, "multiplicity": 1, "elements": ["C", "O", "H", "H", "H", "H", "C", "O", "H", "H", "H", "H", "C", "O", "H", "H", "H", "H", "C", "O", "H", "H", "H", "H", "C", "C", "C", "O", "C", "N", "H", "H", "H", "H", "H", "H", "H", "H", "H", "H", "H", "C", "C", "C", "O", "C", "N", "H", "H", "H", "H", "H", "H", "H", "H", "H", "H", "H", "C", "C", "C", "O", "C", "N", "H", "H", "H", "H", "H", "H", "H", "H", "H", "H", "H", "C", "C", "C", "O", "C", "N", "H", "H", "H", "H", "H", "H", "H", "H", "H", "H", "H", "C", "C", "C", "O", "C", "N", "H", "H", "H", "H", "H", "H", "H", "H", "H", "H", "H", "C", "C", "O", "O", "H", "H", "H", "H", "H", "H", "C", "C", "O", "O", "H", "H", "H", "H", "H", "H", "C", "C", "O", "O", "H", "H", "H", "H", "H", "H", "C", "C", "O", "O", "H", "H", "H", "H", "H", "H", "C", "C", "O", "O", "H", "H", "H", "H", "H", "H"], "xyz": [[8.239, -26.387, -11.374], [7.658, -27.583, -11.762], [7.714, -25.827, -10.601], [9.269, -26.572, -11.068], [8.288, -25.721, -12.235], [6.754, -27.541, -11.441], [10.744, -24.036, -11.121], [11.816, -24.891, -10.919], [11.064, -22.998, -11.213], [10.250, -24.445, -12.003], [9.976, -24.017, -10.348], [11.696, -25.406, -10.118], [5.755, -24.733, -16.562], [5.416, -25.951, -17.208], [6.019, -24.846, -15.510], [6.664, -24.372, -17.042], [5.016, -23.971, -16.808], [4.974, -25.797, -18.046], [3.709, -26.551, -14.313], [3.251, -27.516, -13.359], [4.797, -26.480, -14.343], [3.397, -26.998, -15.257], [3.264, -25.557, -14.326], [2.382, -27.841, -13.606], [4.327, -24.932, -11.227], [4.623, -26.052, -10.226], [3.332, -26.249, -9.281], [3.412, -27.402, -8.438], [2.213, -27.541, -7.677], [4.888, -27.287, -10.953], [5.149, -24.819, -11.933], [4.097, -24.002, -10.706], [3.562, -25.256, -11.933], [5.433, -25.739, -9.566], [2.452, -26.290, -9.922], [3.232, -25.346, -8.678], [1.391, -27.507, -8.392], [2.094, -26.807, -6.879], [2.213, -28.483, -7.129], [4.447, -28.024, -10.420], [4.276, -27.293, -11.757], [-1.927, -21.697, -14.707], [-1.340, -21.737, -13.312], [0.032, -20.877, -13.223], [0.995, -21.279, -14.215], [1.645, -22.572, -14.131], [-2.200, -20.932, -12.557], [-1.202, -22.160, -15.375], [-2.034, -20.670, -15.057], [-2.829, -22.218, -15.028], [-1.267, -22.748, -12.912], [0.536, -21.008, -12.266], [-0.011, -19.788, -13.208], [2.351, -22.708, -14.950], [0.948, -23.408, -14.067], [2.218, -22.577, -13.204], [-1.976, -20.942, -11.573], [-3.078, -21.407, -12.711], [8.898, -21.581, -14.367], [8.261, -21.191, -13.101], [7.605, -22.392, -12.357], [6.610, -23.019, -13.223], [5.352, -22.338, -13.205], [9.209, -20.351, -12.411], [8.299, -22.182, -15.051], [9.705, -22.270, -14.116], [9.239, -20.754, -14.991], [7.522, -20.435, -13.366], [7.133, -21.979, -11.466], [8.276, -23.159, -11.970], [4.685, -23.125, -13.556], [5.298, -21.482, -13.878], [5.180, -21.935, -12.206], [9.374, -19.503, -12.933], [10.119, -20.784, -12.484], [9.435, -16.259, -19.119], [9.579, -17.616, -18.365], [8.323, -17.723, -17.452], [8.045, -16.616, -16.663], [8.994, -16.342, -15.640], [9.628, -18.672, -19.326], [9.655, -15.388, -18.503], [8.444, -16.097, -19.543], [10.176, -16.353, -19.913], [10.380, -17.508, -17.634], [8.394, -18.581, -16.784], [7.370, -17.816, -17.974], [8.666, -15.356, -15.310], [9.978, -16.137, -16.061], [9.086, -17.087, -14.850], [9.587, -18.211, -20.224], [8.775, -19.210, -19.297], [6.279, -17.772, -12.611], [4.906, -17.497, -13.194], [4.176, -18.818, -13.702], [4.900, -19.365, -14.761], [4.849, -18.760, -16.013], [4.201, -16.721, -12.133], [6.995, -18.280, -13.257], [6.296, -18.350, -11.687], [6.788, -16.853, -12.319], [4.857, -16.844, -14.066], [3.168, -18.583, -14.044], [4.177, -19.619, -12.964], [5.613, -19.182, -16.665], [5.006, -17.681, -15.999], [3.871, -18.784, -16.494], [3.435, -16.105, -12.364], [4.898, -16.279, -11.551], [12.460, -24.049, -17.204], [11.545, -23.453, -16.083], [11.661, -22.087, -16.000], [12.085, -23.804, -18.564], [12.439, -25.114, -16.974], [13.475, -23.705, -17.004], [12.131, -23.787, -15.227], [10.593, -23.940, -15.869], [11.019, -21.755, -16.631], [12.352, -22.903, -18.762], [11.947, -19.323, -10.004], [11.756, -20.293, -8.788], [10.642, -19.968, -8.028], [12.930, -19.913, -10.789], [12.260, -18.358, -9.604], [11.046, -19.166, -10.596], [12.592, -20.379, -8.094], [11.604, -21.301, -9.175], [10.973, -19.685, -7.173], [12.665, -19.931, -11.712], [7.566, -19.207, -9.358], [8.388, -17.852, -9.588], [7.827, -16.689, -8.885], [7.670, -19.726, -8.060], [7.970, -19.944, -10.052], [6.498, -19.030, -9.485], [8.491, -17.682, -10.659], [9.394, -17.853, -9.169], [7.533, -15.983, -9.466], [8.594, -19.798, -7.810], [8.731, -21.771, -18.183], [7.259, -21.300, -18.228], [7.118, -20.192, -19.158], [9.769, -20.909, -17.690], [8.933, -22.005, -19.229], [8.827, -22.690, -17.605], [6.826, -21.210, -17.232], [6.790, -22.160, -18.707], [6.242, -20.222, -19.551], [9.796, -20.128, -18.247], [11.993, -18.144, -15.467], [12.163, -18.561, -13.929], [11.954, -20.002, -13.661], [13.091, -18.704, -16.144], [12.027, -17.068, -15.635], [11.066, -18.618, -15.789], [11.419, -17.950, -13.418], [13.148, -18.298, -13.542], [12.266, -20.488, -14.428], [13.929, -18.331, -15.861]]}